{
  "formula": "C7H9N",
  "method": "ωB97M-V with the def2-TZVPD basis set",
  "species": ["N", "C", "C", "C", "C", "C", "C", "C", "H", "H", "H", "H", "H", "H", "H", "H", "H"],
  "coordinates": [[-1.529, -0.480, -1.795], [2.015, 0.146, 1.140], [-0.275, -0.219, -1.525], [1.067, 0.928, 0.158], [-0.230, 0.311, -0.275], [-1.593, 0.350, 0.283], [-2.340, -0.204, -0.752], [1.634, -0.974, 1.744], [0.551, -1.288, 1.879], [2.919, 0.748, 1.222], [0.897, 1.758, 0.764], [0.390, -0.322, -2.354], [1.694, 0.925, -0.679], [-3.460, -0.381, -0.954], [2.246, -1.496, 2.465], [-2.002, -0.665, -2.603], [-1.982, 0.863, 1.281]],
  "nbo_charge": [-0.49, -0.15, -0.07, -0.46, -0.10, -0.32, -0.07, -0.43, 0.21, 0.20, 0.22, 0.21, 0.22, 0.21, 0.19, 0.40, 0.24],
  "charge": 0,
  "energy_ev": -8892.538,
  "multiplicity": 1,
  "orbital_gap_ev": 9.184,
  "smiles": "C=CCc1cc[nH]c1",
  "e_lumo_ev": 0.984,
  "fmax_ev_per_a": 4.0
}

---

{
  "formula": "C13H14Cl4HfO5S3",
  "method": "ωB97M-V with the def2-TZVPD basis set",
  "species": ["Hf", "Cl", "Cl", "Cl", "Cl", "S", "S", "S", "O", "O", "O", "O", "O", "C", "C", "C", "C", "C", "C", "C", "C", "C", "C", "C", "C", "C", "H", "H", "H", "H", "H", "H", "H", "H", "H", "H", "H", "H", "H", "H"],
  "coordinates": [[-0.578, 0.486, -1.018], [1.413, -0.184, 3.477], [4.118, 1.441, 3.770], [3.310, 3.457, -1.206], [5.075, 3.261, 1.406], [-0.437, -0.221, -3.408], [-2.430, 1.165, -5.143], [-2.266, 1.815, -2.244], [0.052, 0.306, 0.902], [-1.684, -1.539, -0.867], [-2.527, 0.607, 0.477], [1.046, -1.314, -1.062], [0.826, 1.824, -1.067], [-0.844, -2.709, -0.981], [2.472, -1.203, -0.973], [-2.831, -0.666, 1.040], [3.173, 1.578, 2.337], [1.207, 0.973, 1.081], [1.975, 0.868, 2.226], [2.819, 2.491, 0.127], [3.596, 2.387, 1.287], [0.488, -2.427, -0.358], [1.631, 1.794, 0.025], [-1.740, 0.931, -3.686], [-2.559, 1.671, 1.433], [-2.910, -1.622, -0.113], [-3.066, -2.642, 0.236], [-2.047, -0.948, 1.749], [-1.324, -3.559, -0.497], [-3.558, 1.740, 1.863], [2.768, -0.383, -1.620], [-1.816, 1.497, 2.212], [2.919, -2.132, -1.324], [2.779, -0.999, 0.054], [-3.714, -1.340, -0.790], [-3.794, -0.624, 1.556], [0.382, -2.171, 0.700], [1.141, -3.297, -0.456], [-0.733, -2.904, -2.046], [-2.332, 2.591, 0.899]],
  "nbo_charge": [2.07, 0.03, 0.05, 0.06, 0.05, -0.24, -0.01, -0.23, -0.88, -0.60, -0.57, -0.58, -0.82, -0.08, -0.24, -0.09, -0.09, 0.29, -0.13, -0.10, -0.10, -0.10, 0.21, -0.49, -0.25, -0.07, 0.20, 0.20, 0.20, 0.19, 0.23, 0.20, 0.19, 0.19, 0.22, 0.20, 0.21, 0.21, 0.23, 0.22],
  "charge": 0,
  "energy_ev": -107851.214,
  "multiplicity": 1,
  "orbital_gap_ev": 7.580,
  "e_lumo_ev": -0.021,
  "fmax_ev_per_a": 2.7
}